Entry 1:
Below is a structure of composition C13H21ClCrF9O3P2, with properties calculated with the ωB97M-V functional and the def2-TZVPD basis.

Geometry as XYZ:
```
50
C13H21ClCrF9O3P2 (the ωB97M-V functional and the def2-TZVPD basis)
C 0.34 -0.26 -5.42
C 0.95 -0.24 -4.06
H 1.16 -0.19 -6.19
H -0.36 0.59 -5.59
H -0.15 -1.21 -5.60
O 2.07 -0.12 -3.62
Cl -0.59 -0.34 -2.73
Cr 0.10 -0.02 -0.39
P -0.10 2.23 -0.64
C 1.15 3.24 0.21
C -0.01 2.77 -2.35
H 0.12 3.86 -2.39
H -1.84 3.77 -0.14
H -0.92 2.48 -2.88
H -2.47 2.12 -0.50
H 2.13 3.00 -0.20
H 0.85 2.27 -2.80
C -1.69 2.70 0.02
H 0.92 4.30 0.05
H -1.75 2.48 1.09
H 1.15 3.01 1.28
P 0.12 -2.29 -0.42
C 1.44 -3.07 0.53
C -1.43 -2.84 0.26
H -0.42 -2.51 -2.67
H 0.32 -4.05 -2.08
H 1.33 -2.59 -2.43
C 0.37 -2.96 -2.05
H -2.26 -2.40 -0.30
H -1.47 -3.94 0.21
H 1.27 -4.16 0.50
H 1.43 -2.72 1.57
H -1.53 -2.54 1.31
H 2.40 -2.82 0.06
C 2.00 0.09 -0.06
O 3.15 0.13 0.14
F -0.11 -2.27 3.29
C 0.29 -1.01 3.63
F 0.31 -0.96 5.00
F 1.58 -0.91 3.19
C -0.58 0.12 2.95
O -0.55 0.04 1.63
C -2.16 0.08 3.46
F -2.31 0.18 4.81
F -2.87 1.09 2.89
F -2.75 -1.08 3.06
C 0.15 1.42 3.48
F 0.16 1.53 4.85
F 1.46 1.41 3.06
F -0.38 2.58 2.99
```

Results
Multiplicity: 4
Frontier orbital gap (alpha / beta): 7.0373 / 7.3297 eV
Net charge: +2
⟨S²⟩: 3.80
HOMO energy (alpha / beta): -0.6027 / -0.6089 Eh
E_LUMO (alpha / beta): -9.4 / -9.2 eV



Entry 2:
Below is the ion C13H21ClNO2 with charge +1, with properties calculated with the ωB97M-V functional and the def2-TZVPD basis.

Geometry as XYZ:
```
38
C13H21ClNO2 (the ωB97M-V functional and the def2-TZVPD basis)
C 0.09 -4.44 2.55
C -0.05 -3.03 2.08
C -1.14 -2.25 2.42
C -1.26 -0.93 2.01
C -0.27 -0.35 1.24
O -0.25 0.95 0.77
C -1.36 1.79 1.02
C -2.48 1.58 -0.01
O -2.03 1.83 -1.33
C -1.48 0.72 -2.02
C -0.29 1.16 -2.88
N 0.84 1.66 -2.06
C 2.13 1.46 -2.75
C 0.67 3.08 -1.71
C 0.82 -1.14 0.88
Cl 2.07 -0.43 -0.09
C 0.95 -2.45 1.29
H 0.63 -4.46 3.49
H -0.89 -4.89 2.71
H 0.63 -5.04 1.83
H -1.93 -2.68 3.02
H -2.14 -0.38 2.30
H -0.96 2.81 0.92
H -1.75 1.67 2.03
H -3.27 2.31 0.18
H -2.90 0.57 0.06
H -2.25 0.30 -2.69
H -1.17 -0.07 -1.33
H -0.60 1.95 -3.56
H 0.04 0.30 -3.46
H 0.88 1.11 -1.18
H 2.94 1.87 -2.14
H 2.32 0.40 -2.90
H 2.12 1.97 -3.71
H -0.35 3.24 -1.34
H 1.38 3.36 -0.94
H 0.82 3.70 -2.59
H 1.81 -3.02 1.00
```

Results
Energy relative to the best compared isomer or geometry (same formula, charge and spin): 0.0 kcal/mol
Frontier orbital gap: 9.4259 eV
Net charge: +1
HOMO energy: -0.4261 Eh
E_LUMO: -2.2 eV
SMILES string: Cc1ccc(OCCOCC[NH+](C)C)c(Cl)c1



Entry 3:
Below is a structure of composition C13H21ClO8S, with properties calculated with the ωB97M-V functional and the def2-TZVPD basis.

Geometry as XYZ:
```
44
C13H21ClO8S (the ωB97M-V functional and the def2-TZVPD basis)
O 5.36 -1.70 -0.32
S 5.50 -0.33 -0.69
O 6.71 0.15 -1.24
O 5.05 0.56 0.55
C 3.82 1.27 0.23
C 3.17 0.36 -0.79
C 2.00 0.88 -1.58
C 0.69 0.84 -0.78
C 0.37 -0.53 -0.21
Cl -1.39 -0.85 -0.21
O 4.31 0.09 -1.66
H 4.12 2.22 -0.22
H 3.23 1.39 1.13
H 2.94 -0.58 -0.28
H 1.91 0.31 -2.50
H 2.19 1.92 -1.88
H 0.76 1.56 0.04
H -0.12 1.16 -1.43
H 0.70 -0.62 0.83
H 0.83 -1.33 -0.78
O 1.47 1.31 2.42
C 0.83 1.46 3.43
O 0.50 0.42 4.21
C -0.36 0.85 5.29
C -0.08 2.35 5.44
C 0.26 2.74 4.00
H -1.39 0.65 5.01
H -0.11 0.27 6.17
H -0.92 2.89 5.86
H 0.79 2.50 6.08
H -0.63 2.99 3.42
H 0.98 3.54 3.91
O -5.88 -1.00 -5.33
C -5.21 -1.55 -4.51
O -4.85 -0.95 -3.34
C -3.97 -1.81 -2.59
C -4.25 -3.22 -3.10
C -4.63 -2.95 -4.55
H -2.94 -1.49 -2.78
H -4.19 -1.67 -1.54
H -3.40 -3.88 -2.97
H -5.10 -3.64 -2.57
H -3.76 -2.93 -5.21
H -5.35 -3.64 -4.97
```

Results
Frontier orbital gap: 10.5298 eV
HOMO energy: -0.3747 Eh
E_LUMO: 0.3 eV



Entry 4:
Below is a cluster of 2 separate species, C13H21FIN3O in total, with properties calculated with the ωB97M-V functional and the def2-TZVPD basis.

Geometry as XYZ:
```
40
C13H21FIN3O (the ωB97M-V functional and the def2-TZVPD basis)
F -1.60 2.32 0.53
C -2.57 3.36 0.63
C -4.03 2.91 0.53
C -5.00 4.14 0.63
C -4.20 5.45 0.83
N -2.83 5.70 0.90
N -2.02 4.65 0.79
I 0.02 4.95 0.83
H -4.40 1.84 0.37
H -6.13 4.04 0.55
H -4.86 6.40 0.90
C 0.69 -3.28 0.96
C 1.87 -2.68 0.16
C 2.58 -1.59 0.99
C 1.83 -0.27 1.03
C 1.51 0.21 -0.38
C 0.74 -0.84 -1.21
N 1.39 -2.20 -1.17
O 2.46 -2.16 -2.00
C -0.72 -0.93 -0.69
C 0.58 -0.31 -2.65
C 2.86 -3.88 0.05
H -0.11 -2.58 1.17
H 0.26 -4.14 0.43
H 1.03 -3.64 1.94
H 3.58 -1.40 0.57
H 2.75 -1.94 2.01
H 0.92 -0.37 1.63
H 2.44 0.48 1.54
H 0.93 1.14 -0.32
H 2.45 0.47 -0.88
H -1.23 -1.81 -1.09
H -1.29 -0.05 -1.01
H -0.80 -0.94 0.40
H 1.54 -0.08 -3.13
H 0.01 0.62 -2.66
H 0.05 -1.03 -3.28
H 2.44 -4.68 -0.57
H 3.07 -4.30 1.04
H 3.82 -3.59 -0.38
```

Results
Multiplicity: 2
Frontier orbital gap (alpha / beta): 4.8041 / 5.4107 eV
Net charge: +1
⟨S²⟩: 0.75
HOMO energy (alpha / beta): -0.3945 / -0.4168 Eh
E_LUMO (alpha / beta): -5.9 / -5.9 eV